20
Properties=species:S:1:pos:R:3 method="wB97M-V/def2-TZVPD" homo_energy_ev="-7.295 / -7.011" e_lumo_ha="0.0048 / 0.0081" orbital_gap_ev="7.425 / 7.230" total_energy_ev=-7914.9456
C -1.66 2.08 1.18
C -0.52 1.42 0.42
C -0.94 0.06 -0.14
N 0.13 -0.62 -0.92
C -0.13 -1.59 -1.84
C 1.32 -0.30 -0.37
C 2.32 -1.12 0.40
H -1.97 1.45 2.02
H -2.53 2.27 0.54
H -1.32 3.04 1.59
H -0.19 2.05 -0.41
H 0.34 1.32 1.09
H -1.83 0.19 -0.76
H -1.19 -0.62 0.68
H 0.57 -1.62 -2.68
H -1.20 -1.57 -2.17
H 0.98 -2.97 -0.74
H 2.65 -2.17 0.52
H 3.20 -0.51 0.19
H 1.96 -0.79 1.39

6
Properties=species:S:1:pos:R:3 method="wB97M-V/def2-TZVPD" total_charge=+2 homo_energy_ev="-22.159 / -23.339" e_lumo_ha="-0.5101 / -0.5733" orbital_gap_ev="8.277 / 7.739" multiplicity=2 total_energy_ev=-12882.5380
O -0.10 -0.61 -1.90
C 0.08 -0.54 -3.02
O -0.97 0.37 1.57
C 0.11 0.92 1.86
O 1.19 0.68 1.32
Tl -0.31 -0.82 0.16

88
Properties=species:S:1:pos:R:3 method="wB97M-V/def2-TZVPD" homo_energy_ev=-8.159 e_lumo_ha=0.0151 orbital_gap_ev=8.569 total_energy_ev=-92737.9747
Ca 0.04 -0.66 0.47
O -1.02 -3.07 0.65
C -0.88 -3.55 1.98
C -1.52 -2.61 2.99
N -1.08 -1.23 2.79
C -2.23 -0.32 2.64
C -2.91 -0.65 1.31
O -3.97 -1.26 1.28
O -2.22 -0.32 0.27
C -0.16 -0.77 3.84
C 0.68 0.45 3.41
O 1.12 1.18 4.29
O 0.88 0.56 2.15
H -1.95 -2.83 0.50
H 0.20 -3.63 2.15
H -1.31 -4.55 2.07
H -1.30 -2.96 4.00
H -2.61 -2.67 2.87
H -1.87 0.71 2.63
H -2.95 -0.44 3.46
H 0.54 -1.57 4.06
H -0.69 -0.53 4.77
C 2.06 -3.71 -0.40
C 3.11 -2.70 0.05
C 2.94 -2.33 1.52
C 3.19 -1.46 -0.87
C 4.62 -0.91 -0.95
O 4.46 0.51 -0.80
C 3.18 0.72 -0.41
N 2.40 -0.29 -0.42
C 2.97 2.16 -0.05
C 4.13 2.84 0.33
C 4.12 4.18 0.64
C 2.93 4.90 0.56
C 1.78 4.23 0.20
C 1.76 2.87 -0.09
P 0.12 2.13 -0.47
C -0.98 2.86 0.80
C -2.35 2.84 0.56
C -3.24 3.20 1.56
C -2.77 3.57 2.81
C -1.41 3.58 3.06
C -0.51 3.23 2.06
C -0.34 2.98 -2.02
C -0.13 2.27 -3.20
C -0.40 2.86 -4.43
C -0.90 4.15 -4.49
C -1.13 4.86 -3.31
C -0.85 4.27 -2.09
H 2.09 -4.59 0.23
H 2.23 -4.02 -1.43
H 1.05 -3.30 -0.36
H 4.09 -3.19 -0.05
H 1.96 -1.87 1.71
H 3.68 -1.61 1.87
H 3.00 -3.22 2.14
H 2.82 -1.74 -1.86
H 5.11 -1.10 -1.90
H 5.25 -1.27 -0.14
H 5.06 2.30 0.38
H 5.04 4.67 0.94
H 2.91 5.95 0.78
H 0.85 4.79 0.15
H -2.73 2.51 -0.40
H -4.31 3.17 1.36
H -3.47 3.85 3.59
H -1.03 3.84 4.04
H 0.54 3.19 2.29
H 0.22 1.25 -3.16
H -0.24 2.30 -5.34
H -1.12 4.61 -5.45
H -1.52 5.86 -3.36
H -1.04 4.83 -1.18
C -0.83 -4.43 -3.54
N -1.82 -3.54 -3.00
C -3.16 -4.02 -2.69
C -3.82 -2.80 -2.02
N -2.71 -1.85 -1.93
C -1.58 -2.34 -2.45
S -0.07 -1.56 -2.42
H -0.61 -5.25 -2.84
H 0.09 -3.87 -3.72
H -1.18 -4.86 -4.48
H -3.11 -4.89 -2.03
H -3.68 -4.31 -3.61
H -4.21 -3.02 -1.02
H -4.63 -2.39 -2.62
H -2.68 -1.13 -1.21

15
Properties=species:S:1:pos:R:3 method="wB97M-V/def2-TZVPD" homo_energy_ev=-7.664 e_lumo_ha=0.0301 orbital_gap_ev=8.482 total_energy_ev=-10313.2164
C -0.55 -0.45 1.22
C 1.13 0.08 -0.39
C 0.13 0.53 0.46
N -0.49 1.76 0.02
N -0.92 -1.56 -0.34
O 1.97 -0.89 -0.03
O 1.52 0.81 -1.44
H 2.49 -1.15 -0.81
H 0.87 1.53 -1.50
H -1.47 1.63 -0.20
H -0.42 2.49 0.72
H -1.31 -2.51 -0.36
H -1.61 -0.98 -0.81
H 0.07 -1.19 1.70
H -1.43 -0.11 1.77

8
Properties=species:S:1:pos:R:3 method="wB97M-V/def2-TZVPD" total_charge=+1 homo_energy_ev=-14.383 smiles="C1=[NH+]OSN1" e_lumo_ha=-0.2400 orbital_gap_ev=7.851 total_energy_ev=-16937.4903
C -0.46 0.27 -0.46
N -0.64 -0.75 0.35
O 0.53 -1.23 0.93
S 1.61 -0.02 1.24
N 0.66 0.89 -0.39
H -1.26 0.55 -1.14
H -1.41 -1.42 0.36
H 0.97 1.71 -0.88

14
Properties=species:S:1:pos:R:3 method="wB97M-V/def2-TZVPD" total_charge=-1 homo_energy_ev=-2.288 smiles="O=CNC(=O)CC[S-]" e_lumo_ha=0.1150 orbital_gap_ev=5.416 total_energy_ev=-20665.0197
O -1.42 0.09 2.20
C -1.19 -1.11 2.11
N 0.12 -1.46 1.57
C 0.81 -0.75 0.50
O 1.94 -1.06 0.38
C -0.01 0.28 -0.15
C 0.37 0.15 -1.70
S -0.26 1.87 -2.31
H -1.60 -2.13 2.48
H 0.50 -2.31 1.91
H -1.02 0.41 0.04
H 0.35 1.21 0.50
H 1.32 -0.02 -1.98
H -0.37 -0.58 -2.14